Computed, not measured: a molecular structure, C39H57LaN13O3PS in a non-equilibrium geometry, with wB97M-V/def2-TZVPD.

The calculation puts the largest force on an atom at 0.0310 hartree/bohr. Its gap between HOMO and LUMO (alpha / beta) is 2.94 / 5.68 eV. Its molar mass is 957.92 g/mol. Its expectation value of S² is 0.765. The total charge is -1. The value obtained for the lowest unoccupied orbital energy (alpha / beta) is 1.72 / 1.71 eV. The multiplicity is 2. The electronic energy comes out at -87870.16613 eV. Its relative energy (zero: lowest compared OMol25 entry of this formula, charge and spin) is 1.175 eV. Its HOMO energy (alpha / beta) is -1.22 / -3.97 eV.

CARTESIAN COORDINATES (ANGSTROEM)
La (0.001447, 0.512805, -0.368074)
O (1.995838, -0.141490, -1.396198)
N (1.767802, -0.523725, -2.699791)
C (2.578285, 0.070340, -3.666381)
C (2.409739, -0.281269, -4.977100)
C (1.451463, -1.212837, -5.367982)
C (0.644523, -1.802958, -4.331171)
C (0.799782, -1.476790, -3.017202)
S (-0.140888, -2.186092, -1.690920)
H (3.285895, 0.787946, -3.287338)
H (3.049118, 0.198377, -5.710165)
H (1.312955, -1.483123, -6.403122)
H (-0.124806, -2.522855, -4.571772)
N (-2.389539, 0.480155, 3.074655)
C (-3.019874, 0.175108, 1.885125)
N (-4.341578, 0.018665, 1.756089)
N (-4.530578, -0.178538, 0.454718)
N (-3.380252, -0.146540, -0.117648)
N (-2.379977, 0.059679, 0.735279)
C (-1.194545, 1.197773, 3.062041)
N (-0.879181, 2.081495, 3.993168)
N (0.319274, 2.550595, 3.591524)
N (0.687363, 1.966888, 2.497787)
N (-0.260763, 1.083655, 2.120087)
H (-3.015899, 0.740990, 3.820327)
C (-7.777486, 1.522146, -4.533301)
C (-6.548207, 1.091693, -3.781448)
C (-5.634269, 2.019651, -3.309375)
C (-4.476698, 1.645402, -2.631163)
C (-3.570120, 2.746515, -2.137433)
C (-4.234905, 0.284990, -2.411671)
C (-3.010727, -0.210428, -1.665335)
O (-1.884834, 0.460518, -1.822743)
C (-5.152869, -0.666083, -2.869465)
C (-4.939440, -2.140168, -2.638223)
C (-6.289260, -0.251685, -3.550215)
H (-7.914844, 2.602019, -4.477360)
H (-8.675396, 1.048354, -4.132586)
H (-7.711021, 1.250493, -5.589010)
H (-5.820825, 3.076156, -3.473400)
H (-3.989890, 3.712769, -2.427279)
H (-2.566165, 2.637781, -2.536566)
H (-3.483342, 2.727375, -1.048162)
H (-2.869445, -1.290326, -1.826553)
H (-4.029567, -2.499975, -3.121049)
H (-5.780385, -2.705311, -3.040327)
H (-4.857003, -2.374832, -1.575588)
H (-6.991059, -1.000936, -3.901888)
C (0.710010, 6.703610, -0.838266)
N (0.918648, 5.274695, -0.908806)
C (0.886509, 4.579384, -2.184600)
C (0.562013, 3.160412, -1.738807)
O (0.526105, 2.157513, -2.422087)
N (0.324942, 3.147265, -0.374005)
C (0.517223, 4.390911, 0.050231)
N (0.322560, 4.746833, 1.327587)
H (1.422726, 7.204512, -1.491633)
H (0.879166, 7.072316, 0.170125)
H (-0.306949, 6.972839, -1.142622)
H (1.840168, 4.611719, -2.712054)
H (0.092616, 4.960550, -2.834761)
H (0.310726, 3.988817, 2.006971)
H (0.724980, 5.606574, 1.657220)
C (4.118123, 0.532788, 5.750261)
C (3.734250, 1.768940, 4.945908)
C (3.867777, 1.502016, 3.438581)
C (3.556560, 0.033101, 3.077987)
C (2.518140, -0.505348, 4.067685)
C (3.134364, -0.613919, 5.469091)
P (3.005852, -0.177109, 1.322336)
C (4.247872, 0.750470, 0.305035)
C (3.874213, 2.225860, 0.116299)
C (4.569751, 2.789769, -1.129191)
C (5.976242, 2.192638, -1.312662)
C (6.556836, 1.780415, 0.035965)
C (5.748626, 0.614003, 0.624543)
C (3.444672, -1.933810, 0.933524)
C (2.266701, -2.873156, 1.239539)
C (2.722027, -4.324245, 1.148583)
C (3.719263, -4.657871, 2.267976)
C (4.521205, -3.420115, 2.694014)
C (4.766877, -2.498821, 1.503536)
H (4.149313, 0.752207, 6.820377)
H (5.133179, 0.232317, 5.469183)
H (4.355919, 2.623784, 5.224390)
H (2.703197, 2.051092, 5.176070)
H (4.881840, 1.746636, 3.110076)
H (3.191805, 2.164936, 2.900877)
H (4.473004, -0.554499, 3.218274)
H (2.130487, -1.479171, 3.760120)
H (1.661870, 0.171638, 4.078119)
H (3.650830, -1.574232, 5.565319)
H (2.336418, -0.613030, 6.216471)
H (4.049789, 0.281407, -0.663809)
H (4.151622, 2.806067, 0.998285)
H (2.791803, 2.328004, 0.020741)
H (4.638505, 3.879947, -1.049898)
H (3.960756, 2.571337, -2.010957)
H (6.627917, 2.904162, -1.825807)
H (5.922506, 1.307656, -1.953804)
H (6.534377, 2.637379, 0.717413)
H (7.607597, 1.494346, -0.060440)
H (5.937177, 0.541892, 1.698535)
H (6.114770, -0.320032, 0.188440)
H (3.517608, -1.893840, -0.159405)
H (1.471247, -2.681046, 0.518279)
H (1.855629, -2.690883, 2.239975)
H (3.183789, -4.474558, 0.167776)
H (1.867093, -5.001333, 1.183907)
H (4.405433, -5.442232, 1.934617)
H (3.186463, -5.064050, 3.132323)
H (5.469580, -3.718550, 3.148441)
H (3.976500, -2.869986, 3.467573)
H (5.273435, -3.073649, 0.719780)
H (5.462489, -1.705494, 1.777817)

Atoms 1-6, force components in eV/Å:
La 0.244 -1.256 -0.954
O 0.101 -0.071 -0.342
N -0.087 0.092 0.286
C -0.223 -0.323 0.121
C 0.228 0.189 -0.211
C -0.228 -0.136 0.412